# 1
Entry from the Open Molecules 2025 dataset: a cluster of 16 separate species, C67H170N10O22 in total at a distorted geometry (ωB97M-V with the def2-TZVPD basis set).

The geometry in XYZ format:
```
269
C67H170N10O22 | the Open Molecules 2025 dataset | ωB97M-V with the def2-TZVPD basis set
C -5.89252 -17.87645 -20.57085
C -7.06558 -18.39504 -19.77290
O -7.30696 -19.74134 -20.06015
O -4.74674 -18.48260 -20.05973
H -5.89227 -16.77555 -20.42559
H -5.92651 -18.04783 -21.68861
H -7.99438 -17.91866 -20.00390
H -6.82836 -18.29672 -18.72408
H -6.66527 -20.34210 -19.63871
H -4.37098 -19.17261 -20.68997
C -6.80800 -29.00164 -19.31254
C -5.94857 -28.80830 -18.14957
O -5.42396 -27.43020 -18.06487
O -7.80092 -27.93440 -19.37157
H -7.22567 -30.04296 -19.36608
H -6.30821 -28.87673 -20.28350
H -5.00681 -29.45315 -18.31570
H -6.42143 -29.15200 -17.17136
H -4.81709 -27.45451 -17.24598
H -7.32063 -27.13245 -19.18771
C -7.92374 -26.13633 -14.41624
C -8.09541 -27.44688 -15.16792
O -9.42129 -27.88067 -15.40293
O -6.56481 -26.14881 -13.98542
H -8.46114 -26.13543 -13.46441
H -8.32151 -25.35003 -15.06612
H -7.59530 -28.25182 -14.57966
H -7.50891 -27.34155 -16.06223
H -9.64827 -27.60019 -16.31073
H -6.44526 -25.29371 -13.49307
C -12.39333 -22.64805 -13.29473
C -10.91262 -22.44172 -13.58823
O -10.48924 -22.82400 -14.91322
O -12.76802 -24.01784 -13.29684
H -13.01188 -22.10856 -13.95860
H -12.62627 -22.23564 -12.33122
H -10.36379 -23.02936 -12.85400
H -10.74830 -21.38113 -13.38964
H -10.35187 -23.77331 -14.96107
H -12.23266 -24.53917 -13.90754
C -10.61569 -25.70752 -17.62659
C -11.57130 -25.53977 -16.47960
O -10.99222 -25.64444 -15.12873
O -10.26283 -27.08343 -17.70901
H -9.70611 -25.13398 -17.41235
H -11.10804 -25.50749 -18.58247
H -12.36421 -26.24001 -16.60468
H -11.94235 -24.46407 -16.59511
H -10.64914 -26.55503 -15.00713
H -9.64956 -27.20749 -18.42346
C -2.36646 -25.04552 -20.42366
C -1.31847 -25.24421 -19.39082
O -1.23960 -24.12746 -18.53338
O -2.02208 -25.78806 -21.51489
H -2.25287 -24.03134 -20.70205
H -3.34755 -25.19639 -19.96471
H -0.29369 -25.45500 -19.82469
H -1.54586 -26.14493 -18.82168
H -0.84226 -23.40651 -19.00713
H -1.53479 -26.57996 -21.30811
C -7.49070 -22.03704 -11.59006
C -6.60963 -22.64360 -12.66957
C -5.46554 -21.68613 -12.84127
O -4.46318 -22.32932 -13.51780
C -3.33261 -21.51415 -13.78231
N -6.13979 -24.00590 -12.20837
H -7.77532 -21.02914 -11.71774
H -6.87786 -22.13477 -10.65632
H -8.35595 -22.64299 -11.40997
H -7.14570 -22.78516 -13.63817
H -5.20213 -21.43730 -11.80551
H -5.82470 -20.76514 -13.28734
H -2.92238 -21.13159 -12.85840
H -3.57015 -20.66548 -14.42978
H -2.60073 -22.10908 -14.36219
H -6.82463 -24.40671 -11.57969
H -5.18316 -23.93266 -11.75152
C -1.45689 -21.50834 -22.67971
C -2.75182 -20.76261 -22.50852
C -3.90309 -21.37977 -23.36028
O -3.68688 -21.20455 -24.74573
C -4.76097 -21.76727 -25.54862
N -3.19258 -20.54892 -21.11729
H -0.62576 -20.87019 -22.39932
H -1.31553 -21.75956 -23.66820
H -1.50640 -22.41421 -22.10504
H -2.70199 -19.75418 -22.97399
H -4.90805 -20.98925 -23.12580
H -3.94676 -22.42506 -23.12882
H -4.96026 -22.79816 -25.16912
H -4.47704 -21.84530 -26.62190
H -5.56550 -21.05629 -25.44603
H -2.34570 -20.37814 -20.51421
H -3.74477 -21.29822 -20.70183
C -13.46384 -19.87045 -17.62000
C -12.03636 -19.50547 -17.28439
C -11.76924 -17.98071 -17.48209
O -12.24402 -17.62722 -18.80745
C -11.17862 -17.94083 -19.71476
N -11.70735 -19.89377 -15.91841
H -14.18716 -19.60967 -16.84486
H -13.68667 -20.92429 -17.83364
H -13.71972 -19.44742 -18.55005
H -11.30999 -20.02853 -18.05572
H -10.71410 -17.77093 -17.48047
H -12.27343 -17.29647 -16.72584
H -11.55735 -17.84996 -20.77134
H -10.84750 -18.93800 -19.48896
H -10.41813 -17.21637 -19.52078
H -12.17972 -20.77030 -15.60923
H -10.68496 -20.05200 -15.80861
C -6.56232 -15.44692 -16.61386
C -5.08168 -15.78368 -16.76070
C -4.24865 -14.99655 -15.73912
O -4.34388 -13.63223 -15.97861
C -4.01792 -12.71507 -14.86335
N -4.94830 -17.22749 -16.47603
H -7.22388 -16.16868 -17.14458
H -6.85195 -14.45473 -16.89770
H -6.82916 -15.60428 -15.60647
H -4.71935 -15.44684 -17.76023
H -3.26962 -15.37991 -15.72444
H -4.72714 -15.22219 -14.74899
H -4.68243 -13.07061 -14.02969
H -4.30212 -11.65984 -15.14934
H -2.95385 -12.82294 -14.52675
H -5.19322 -17.79049 -17.32792
H -3.97202 -17.34261 -16.19959
C -10.65918 -15.66146 -13.10010
C -11.43479 -16.84403 -13.69412
C -10.55788 -18.05701 -13.45272
O -9.35266 -17.88461 -14.28079
C -8.48505 -18.93844 -14.12331
N -12.61918 -17.21153 -12.92055
H -10.24114 -15.92322 -12.16796
H -11.37487 -14.83982 -12.98901
H -9.88553 -15.18713 -13.77350
H -11.71314 -16.73754 -14.71521
H -11.08594 -18.95098 -13.78731
H -10.18162 -18.10694 -12.41038
H -8.04171 -19.21792 -13.13803
H -7.56847 -18.77284 -14.71852
H -8.93761 -19.90740 -14.46198
H -13.25149 -17.78702 -13.49132
H -13.21241 -16.40575 -12.62907
C -2.89374 -29.08710 -21.59082
C -2.23403 -28.84449 -20.26286
C -2.12747 -30.02137 -19.39930
O -1.91463 -29.61566 -18.09509
C -1.69551 -30.62289 -17.16531
N -0.88642 -28.25064 -20.37098
H -2.46110 -29.89074 -22.14898
H -2.88417 -28.14841 -22.13137
H -3.93338 -29.38844 -21.44889
H -2.85137 -28.18842 -19.64681
H -1.36235 -30.73421 -19.74801
H -3.05430 -30.65447 -19.40180
H -2.52690 -30.68685 -16.42486
H -0.84659 -30.30370 -16.51874
H -1.59365 -31.59621 -17.66207
H -0.56079 -28.16842 -19.37320
H -0.30446 -28.90871 -20.83571
C -3.06349 -25.37138 -15.91197
C -2.84095 -26.89387 -15.82128
C -1.79931 -27.16245 -14.74307
O -1.40641 -28.49740 -14.69318
C -0.69031 -28.78316 -13.47806
N -4.05549 -27.60407 -15.57519
H -3.32342 -24.92548 -14.96144
H -3.84394 -25.12444 -16.59631
H -2.18107 -24.85767 -16.22576
H -2.49024 -27.23516 -16.80954
H -2.23874 -26.76273 -13.79363
H -0.87034 -26.61648 -14.88827
H 0.22393 -28.20779 -13.37099
H -0.45445 -29.86308 -13.48403
H -1.24987 -28.54402 -12.58832
H -3.94457 -28.56259 -15.55003
H -4.58435 -27.32822 -14.72612
C 0.32781 -19.29691 -17.04814
C -0.73365 -19.55265 -18.18548
C -1.99055 -18.69972 -17.93633
C -1.76446 -17.23263 -18.16564
C -1.42674 -17.10286 -19.61708
C -0.19648 -17.88882 -20.09230
N -0.38914 -19.29691 -19.66491
O 0.83656 -20.00465 -19.88497
C -0.08858 -17.89551 -21.64247
C 1.10843 -17.35625 -19.46074
C -1.12600 -20.99740 -18.05941
H 1.31472 -19.71883 -17.35030
H 0.00848 -19.70731 -16.10311
H 0.69457 -18.23249 -16.80575
H -2.84751 -19.04792 -18.55174
H -2.19899 -18.96674 -16.90973
H -0.93465 -16.90625 -17.54575
H -2.70904 -16.68860 -18.04173
H -1.39785 -16.09110 -19.96967
H -2.25574 -17.55203 -20.09408
H -0.97263 -18.33921 -22.10057
H -0.05810 -16.86237 -21.90024
H 0.85494 -18.41966 -22.01595
H 1.03282 -17.28668 -18.42905
H 2.03329 -17.96109 -19.80610
H 1.43890 -16.35806 -19.80047
H -1.94038 -21.17129 -17.34159
H -0.20557 -21.49759 -17.82637
H -1.57395 -21.25524 -19.01152
H 0.72999 -20.50501 -20.71036
C -5.64508 -21.01813 -17.17834
C -6.67428 -22.06367 -17.58080
C -8.09233 -21.59565 -17.22580
C -9.24262 -22.45713 -17.82240
C -8.96178 -22.49376 -19.30788
C -7.58626 -23.12730 -19.71264
N -6.56239 -22.23001 -19.00694
O -5.25352 -22.62543 -19.38900
C -7.37358 -24.56371 -19.39995
C -7.45382 -22.85024 -21.22407
C -6.38328 -23.39255 -16.77928
H -5.39591 -20.22769 -17.95476
H -4.73560 -21.46033 -16.88431
H -5.98562 -20.50261 -16.29246
H -8.20745 -21.56764 -16.16234
H -8.21191 -20.54202 -17.53709
H -10.21209 -21.98246 -17.54688
H -9.21765 -23.38670 -17.31475
H -9.00466 -21.44202 -19.62173
H -9.71709 -23.05142 -19.88147
H -6.28567 -24.74229 -19.55397
H -7.63762 -24.90950 -18.41035
H -7.98825 -25.10451 -20.13370
H -7.26636 -21.77304 -21.40748
H -6.65441 -23.42461 -21.71078
H -8.40006 -23.14368 -21.78263
H -5.51244 -23.90876 -17.22262
H -7.24984 -24.04968 -16.66324
H -6.06508 -23.17969 -15.74398
H -4.79808 -23.21585 -18.73536
C -14.15989 -23.70587 -22.12076
C -13.34379 -24.04938 -20.87006
C -14.28599 -24.84058 -19.88240
C -14.44793 -26.33330 -20.32600
C -13.09816 -26.98425 -20.43959
C -12.24157 -26.32130 -21.57357
N -12.10144 -24.88694 -21.02473
O -11.26694 -24.23140 -21.93586
C -10.82844 -26.92423 -21.63142
C -12.84024 -26.43631 -22.96147
C -12.98138 -22.76977 -20.07021
H -13.52165 -23.40036 -22.94344
H -14.65399 -22.84637 -21.84837
H -14.93231 -24.42276 -22.46506
H -13.92844 -24.79114 -18.85878
H -15.23834 -24.31878 -19.88724
H -14.88786 -26.21393 -21.29073
H -15.11644 -26.90742 -19.61740
H -13.21155 -28.03924 -20.81627
H -12.57038 -27.00777 -19.49721
H -10.33946 -26.92066 -20.65531
H -10.87536 -27.95773 -21.87146
H -10.20366 -26.44465 -22.36617
H -13.88121 -26.21916 -23.10924
H -12.36014 -25.74671 -23.67547
H -12.79881 -27.50517 -23.24604
H -12.50269 -23.10840 -19.13838
H -13.87136 -22.22014 -19.83919
H -12.45221 -22.04071 -20.64596
H -10.87909 -23.49233 -21.44851
```

Properties
DFT total energy   -132170.3003 eV
Highest occupied orbital energy   -8.5 eV
Gap between HOMO and LUMO   8.98 eV
Molecular weight   1468.145 g/mol



# 2
Entry from the Open Molecules 2025 dataset: a cluster of 2 separate species, C4H11N3 in total at a distorted geometry (ωB97M-V with the def2-TZVPD basis set).

The geometry in XYZ format:
```
18
C4H11N3 | the Open Molecules 2025 dataset | ωB97M-V with the def2-TZVPD basis set
C -1.63735 -1.29659 0.34384
N -0.73462 2.28430 -0.23417
C -0.80966 1.06269 0.35299
C -1.01748 -0.12263 -0.36167
H 0.00276 2.87865 0.12322
H -0.76033 2.30312 -1.24332
H -0.75947 1.06040 1.43232
H -1.36651 0.01128 -1.38379
H -2.71059 -1.17587 0.52436
H -1.15241 -1.45571 1.31106
H -1.55271 -2.20054 -0.26394
N 2.05184 -1.30950 -0.28589
C 1.36023 -0.11463 -0.34986
N 1.66019 0.91309 0.44167
H 1.91075 -2.00283 -1.00358
H 2.40126 -1.60129 0.61435
H 1.96335 0.62586 1.37124
H 1.15072 0.14021 -1.38882
```

Properties
DFT total energy   -8794.2340 eV
Highest occupied orbital energy   -7.1 eV
SMILES   [H]/N=C\N.C/C=C/N
Gap between HOMO and LUMO   8.18 eV
Molecular weight   101.153 g/mol



# 3
Entry from the Open Molecules 2025 dataset: a structure of composition C39H40AsBIN8PV at a distorted geometry (ωB97M-V with the def2-TZVPD basis set).

The geometry in XYZ format:
```
92
C39H40AsBIN8PV | the Open Molecules 2025 dataset | ωB97M-V with the def2-TZVPD basis set
V 2.24338 -0.82809 -0.25580
C 6.52256 1.36808 -2.58634
C 5.58208 0.42869 -3.05239
N 4.39090 0.62654 -2.51486
N 4.52960 1.67725 -1.67841
C 5.79841 2.14384 -1.70927
B 3.36229 2.37448 -0.95535
N 3.25599 1.96908 0.54657
C 3.28542 2.82174 1.57755
C 2.89575 2.16193 2.72752
C 2.61200 0.87251 2.28850
N 2.81924 0.75956 0.97765
N 2.04065 2.06894 -1.67574
C 1.49727 2.78161 -2.67050
C 0.49749 2.03775 -3.26148
C 0.50259 0.84655 -2.53642
N 1.42802 0.86043 -1.58701
H 7.55816 1.47378 -2.85526
H 5.71822 -0.36962 -3.76525
H 6.07351 3.00113 -1.11972
H 3.58547 3.56036 -0.94941
H 3.59531 3.83909 1.41330
H 2.82431 2.55371 3.72513
H 2.28101 0.00507 2.83921
H 1.86358 3.77146 -2.88354
H -0.14362 2.31576 -4.07755
H -0.13108 -0.02036 -2.64303
C -3.82341 -1.54693 3.64252
C -3.90050 -2.47089 2.61396
C -2.90515 -2.52299 1.64356
C -1.82759 -1.64877 1.69379
C -1.76791 -0.71003 2.72479
C -2.75091 -0.66210 3.69753
P -0.41024 -1.69687 0.53572
C -0.99048 -2.87315 -0.74269
C -1.73805 -2.36242 -1.80398
C -2.19515 -3.19069 -2.81710
C -1.89621 -4.54653 -2.78983
C -1.14866 -5.06630 -1.74332
C -0.70128 -4.23405 -0.72535
C 0.78644 -2.65001 1.54875
C 0.42435 -3.60861 2.50467
C 1.40788 -4.23161 3.24419
C 2.74715 -3.89016 3.03052
C 3.08075 -2.94248 2.08187
C 2.11461 -2.27446 1.30363
H -4.59633 -1.51069 4.39913
H -4.73444 -3.15819 2.56283
H -2.97606 -3.25033 0.84412
H -0.93894 -0.01053 2.76679
H -2.68697 0.06562 4.49552
H -1.98566 -1.30512 -1.83097
H -2.77624 -2.77715 -3.63027
H -2.24181 -5.19605 -3.58300
H -0.91186 -6.12126 -1.71262
H -0.11199 -4.64677 0.08497
H -0.61769 -3.85347 2.68100
H 1.14534 -4.97436 3.98658
H 3.52068 -4.37263 3.61640
H 4.13317 -2.70283 1.94381
C -3.20060 2.01628 -1.94735
As -2.61253 1.50372 -0.14801
C -4.27678 0.60016 0.34721
C -2.89292 3.22486 0.78120
C -4.20593 3.90793 0.57903
C -5.28904 3.63991 1.41239
C -6.51905 4.24491 1.20307
C -6.68894 5.13376 0.15093
C -5.61638 5.41543 -0.68253
C -4.38819 4.80773 -0.46852
H -4.18319 2.48609 -1.92639
H -3.24993 1.10825 -2.55048
H -2.47444 2.68939 -2.40236
H -5.14912 1.21290 0.12044
H -4.26513 0.34391 1.40568
H -4.32857 -0.32696 -0.22569
H -2.06503 3.85802 0.45325
H -2.72995 2.99756 1.83783
H -5.16533 2.94952 2.23897
H -7.34400 4.02236 1.86696
H -7.64779 5.60652 -0.01405
H -5.73311 6.11244 -1.50206
H -3.55363 5.03937 -1.12000
I 6.61989 -4.63299 -2.29232
C 5.68956 -3.05181 -1.40597
C 6.27243 -1.99283 -0.74333
N 5.27521 -1.19843 -0.32986
N 4.07763 -1.66596 -0.69423
C 4.31035 -2.79088 -1.34956
H 7.30096 -1.74988 -0.54549
H 5.32117 -0.29401 0.11452
H 3.49701 -3.37572 -1.74892
```

Properties
DFT total energy   -157606.4727 eV
Highest occupied orbital energy (alpha / beta)   -7.0 / -8.1 eV
Spin multiplicity   4
Gap between HOMO and LUMO (alpha / beta)   7.51 / 8.56 eV
Molecular weight   915.361 g/mol



> Look up the molecular weight of the third one.

915.361 g/mol



> Look up the DFT total energy of the first one.

-132170.3003 eV



> The lowest DFT total energy belongs to which entry?

C39H40AsBIN8PV



> The lowest DFT total energy belongs to which entry?

C39H40AsBIN8PV